DFT (wB97M-V/def2-TZVPD) results for 2 unconnected molecules or ions with the total composition C11H14O2S.

Element x y z (Å)
1 C -0.90497 3.16770 -2.36480
2 C -1.38193 2.21024 -1.40606
3 C -0.10032 2.55668 -3.26585
4 C -1.08222 0.88710 -1.66804
5 C 2.50421 -0.41549 1.39414
6 C 1.45507 -0.84526 2.38156
7 C 1.76444 -0.28289 0.03443
8 C 0.08101 -0.34125 1.81426
9 C 0.33962 -0.18901 0.42397
10 C -1.33968 -1.62660 -1.57827
11 C -1.48065 -0.28759 -0.96925
12 O 0.12092 0.93731 1.25055
13 O -2.56567 -0.13634 -0.16935
14 S -0.19099 0.83089 -3.22024
15 H -0.86982 4.26677 -2.20078
16 H -1.81502 2.55416 -0.54688
17 H 0.49633 2.95607 -4.12061
18 H 2.94312 0.48960 1.71330
19 H 3.23372 -1.23165 1.23357
20 H 1.26486 -1.91659 2.38301
21 H 1.61295 -0.32945 3.34632
22 H 1.96510 0.57674 -0.54918
23 H 1.80065 -1.14939 -0.61983
24 H -0.77940 -0.76938 2.21496
25 H -0.41013 -1.62438 -2.14715
26 H -2.23554 -1.91301 -2.17873
27 H -1.20672 -2.43221 -0.85433
28 H -2.87820 0.79999 0.05814

Atomic forces in eV per Å
1.40 0.18 0.94
0.91 -0.84 -1.90
0.27 -0.20 -2.14
0.31 1.94 -2.36
-0.09 -1.89 -1.65
-2.06 1.35 0.77
-0.95 -0.83 0.01
3.06 -1.51 0.31
-3.18 0.85 -2.40
-0.30 -0.85 -0.26
2.14 0.54 2.74
-0.52 1.08 0.08
-1.17 0.81 1.02
-0.25 0.31 1.46
-0.42 -1.01 -0.20
-1.29 0.56 2.19
-0.73 -0.07 1.01
0.72 0.90 0.07
0.14 0.73 0.51
0.56 -0.19 0.69
0.10 -1.03 0.01
0.72 0.92 -0.57
0.73 -0.31 -0.01
-1.68 -0.17 0.63
-0.24 -0.10 -0.38
0.69 0.39 0.06
-0.18 0.27 0.28
1.31 -1.83 -0.90

The energy above the lowest of the compared OMol25 structures with the same formula, charge and spin is 466.6 kJ/mol. As for the spin multiplicity: 1. The calculation puts the HOMO energy (alpha / beta) at -7.31 / -7.30 eV. The molecular weight comes out at 210.30 g/mol. Its total energy is -976.0584 Ha. The gap between HOMO and LUMO (alpha / beta) comes out at 7.876 / 7.875 eV. The total charge is 0.

Atom charges from the Löwdin analysis, given in e for atoms 1 to 8: number 1, C, carries -0.17; number 2, C, carries -0.12; number 3, C, carries -0.44; number 4, C, carries -0.45; number 5, C, carries -0.16; number 6, C, carries -0.12; number 7, C, carries -0.12; number 8, C, carries -0.25



DFT (wB97M-V/def2-TZVPD) results for a single C11H14O2Se molecule.

Element x y z (Å)
1 C -2.91319 2.39543 2.53483
2 C -3.50579 1.26320 2.04640
3 C -1.52163 2.52392 2.51021
4 C -2.78361 0.29504 1.41132
5 C -0.79790 1.69080 1.70912
6 C -1.40587 0.52831 1.22406
7 C 2.59718 -0.05539 -1.23226
8 C 1.42675 0.39370 -1.95896
9 C 2.86703 -1.55385 -1.38525
10 C 0.17445 -0.35399 -1.58630
11 C 1.20173 -3.12781 -1.00109
12 O 2.08682 -2.32495 -0.47605
13 O 0.30209 -3.56793 -0.34649
14 Se -0.18260 -0.74915 0.16336
15 H -3.66683 3.09687 2.90406
16 H -4.54749 1.15677 2.36550
17 H -0.92277 3.34031 2.82390
18 H -3.28462 -0.53074 0.90347
19 H 0.21982 1.78542 1.64712
20 H 3.42209 0.34078 -1.59919
21 H 2.50572 0.17359 -0.10997
22 H 1.17941 1.56393 -1.85246
23 H 1.57252 0.06762 -2.98903
24 H 2.81166 -1.72586 -2.45879
25 H 3.96753 -1.57450 -1.14338
26 H -0.74055 -0.12076 -2.21953
27 H 1.38446 -3.42878 -1.97469
28 H -1.44643 -1.50197 0.09008

Atomic forces in eV per Å
0.05 0.69 0.80
-1.12 -0.05 0.98
-0.78 1.09 -1.22
1.53 -0.46 -1.33
-2.34 -2.61 0.60
0.13 -0.02 -0.81
-2.46 -2.17 4.05
-2.92 2.11 -0.23
1.97 1.84 0.59
-2.03 -0.22 -0.57
-1.12 -0.73 1.63
1.78 0.68 -0.26
-0.39 -0.39 0.22
-1.38 1.22 0.73
0.98 0.24 0.47
0.11 -0.25 -0.88
-0.29 1.08 0.91
0.21 -0.11 0.43
2.45 0.42 -0.36
3.90 2.44 -1.42
0.38 -0.19 -1.41
1.17 -2.23 -0.64
0.03 0.78 -0.46
-0.63 -1.01 0.01
-1.09 -1.02 0.17
1.18 -0.27 0.98
0.39 -0.42 -2.42
0.30 -0.45 -0.54

The energy above the lowest of the compared OMol25 structures with the same formula, charge and spin is 262.0 kJ/mol. As for the spin multiplicity: 1. The calculation puts the HOMO energy at -7.05 eV. The molecular weight comes out at 257.19 g/mol. Its total energy is -2979.2678 Ha. The gap between HOMO and LUMO comes out at 7.722 eV. The total charge is 0.

Atom charges from the Löwdin analysis, given in e for atoms 1 to 8: number 1, C, carries -0.09; number 2, C, carries -0.12; number 3, C, carries -0.08; number 4, C, carries -0.11; number 5, C, carries -0.13; number 6, C, carries -0.36; number 7, C, carries -0.26; number 8, C, carries -0.35



DFT (wB97M-V/def2-TZVPD) results for a single C11H14O3S molecule.

Element x y z (Å)
1 C 1.30815 -1.15311 -1.52145
2 C 1.92923 -0.35414 -0.66020
3 C -0.59466 1.10207 1.20728
4 C -0.91865 0.82320 -1.31993
5 C 0.24698 -2.03264 -0.97966
6 C 2.05699 -0.84100 0.76025
7 C 0.71422 -1.49603 1.26659
8 C -0.30323 -1.24165 0.15285
9 C -0.46062 0.33955 -0.04792
10 C -1.63449 0.64118 2.12960
11 C -1.38124 2.21944 -1.22177
12 O 0.05138 2.12209 1.40240
13 O -0.80732 0.18750 -2.36133
14 O 1.81962 1.58749 -2.28864
15 S 1.80002 1.35003 -0.86384
16 H 1.43905 -0.80253 -2.52392
17 H -0.42230 -2.26852 -1.79368
18 H 0.46488 -2.95369 -0.57775
19 H 2.71082 -1.77634 0.64200
20 H 2.46880 0.02679 1.31928
21 H 0.85244 -2.51863 1.50853
22 H 0.38697 -0.95868 2.12580
23 H -1.36178 -1.54188 0.30893
24 H -1.82492 -0.33962 2.07871
25 H -2.64955 1.01201 1.80211
26 H -1.32599 1.04299 2.99921
27 H -2.44720 2.38242 -1.05803
28 H -1.09749 2.61716 -2.15830
29 H -1.02010 2.82453 -0.32713

Atomic forces in eV per Å
1.41 0.21 -1.28
0.44 -0.68 1.55
0.33 0.92 -1.66
0.11 0.11 1.54
-0.30 1.04 -2.73
0.34 -1.26 -0.56
-0.41 2.48 -0.36
-1.23 1.81 0.82
1.07 -2.42 -0.10
-1.78 2.51 -2.34
-0.55 1.89 1.03
-0.27 -0.62 0.67
-0.36 0.02 0.04
-0.34 0.74 -1.11
0.05 -1.20 0.75
-0.93 -0.40 -0.81
-0.46 0.30 -0.18
1.17 -2.26 0.82
-0.01 1.96 0.66
-0.11 -1.16 0.51
0.01 -0.93 0.15
-0.10 0.13 1.07
0.62 -0.26 0.41
-0.05 -3.89 0.36
1.08 0.43 0.30
0.21 0.92 3.57
-0.37 -0.68 -0.58
0.12 1.22 -0.93
0.30 -0.93 -1.62

The energy above the lowest of the compared OMol25 structures with the same formula, charge and spin is 315.4 kJ/mol. As for the spin multiplicity: 1. The calculation puts the HOMO energy (alpha / beta) at -7.96 / -8.19 eV. The molecular weight comes out at 226.30 g/mol. Its total energy is -1051.2613 Ha. The gap between HOMO and LUMO (alpha / beta) comes out at 6.670 / 7.058 eV. The total charge is 0.

Atom charges from the Löwdin analysis, given in e for atoms 1 to 8: number 1, C, carries -0.08; number 2, C, carries -0.50; number 3, C, carries -0.47; number 4, C, carries -0.51; number 5, C, carries -0.13; number 6, C, carries -0.13; number 7, C, carries -0.12; number 8, C, carries -0.23